ORCA calculation (the ωB97M-V functional and the def2-TZVPD basis) on 12 unconnected molecules or ions with the total composition C32H88O32S10 at a distorted geometry.

Geometry as XYZ:
```
162
Properties=species:S:1:pos:R:3:forces:R:3
C -4.428 1.746 4.693 -0.615 -0.653 -0.270
C -4.987 0.704 3.693 0.680 1.466 -0.156
O -3.799 -0.106 3.388 -0.960 -0.915 -0.060
S -4.046 -1.597 2.842 -1.062 -0.058 -1.715
C -3.849 -1.398 1.044 0.736 0.986 1.071
O -3.019 -2.435 3.370 -0.145 0.261 0.068
O -5.455 -1.937 2.967 1.268 0.265 0.519
H -5.136 2.577 4.870 0.434 -0.392 -0.183
H -3.465 2.082 4.313 -0.105 0.366 0.047
H -4.245 1.212 5.639 -0.064 0.320 -0.273
H -5.801 0.167 4.123 -0.138 -0.946 0.455
H -5.418 1.110 2.756 0.666 0.106 0.336
H -4.559 -0.614 0.806 -0.203 0.011 -0.238
H -4.122 -2.315 0.570 -0.197 -0.562 -0.132
H -2.844 -1.069 0.729 -0.461 -0.442 0.541
C -3.136 4.958 -0.930 0.641 1.692 -0.445
C -2.844 5.707 0.383 1.315 0.118 -1.729
O -4.009 5.652 1.121 -2.443 0.767 2.654
S -4.402 6.880 2.127 -0.979 -0.057 1.478
C -3.186 6.780 3.462 -0.543 -1.279 -1.016
O -4.163 8.102 1.424 -0.037 -0.039 -0.210
O -5.698 6.626 2.745 1.627 -0.230 -1.499
H -3.519 3.965 -0.824 -0.021 -0.586 0.321
H -2.193 4.983 -1.476 0.085 -0.478 -0.124
H -3.826 5.528 -1.585 0.119 -0.193 0.636
H -2.008 5.279 0.944 -0.107 -0.329 -0.097
H -2.551 6.744 0.147 -0.320 -0.225 0.034
H -3.339 7.583 4.179 -0.049 0.073 -0.311
H -2.264 6.852 2.887 0.388 -0.004 0.631
H -3.337 5.786 3.940 0.341 0.724 -0.322
C 2.784 -5.778 0.076 -0.306 -0.415 0.300
C 1.731 -4.818 0.562 -0.071 -1.044 -0.258
O 0.755 -5.611 1.301 -1.461 0.241 0.185
S -0.750 -5.890 0.691 1.354 -0.428 -1.321
C -1.586 -4.362 0.936 0.494 0.313 -0.350
O -0.576 -6.064 -0.756 -0.430 -0.026 2.025
O -1.310 -6.896 1.551 0.420 0.455 -0.725
H 3.194 -6.327 0.917 0.074 -0.066 0.244
H 3.592 -5.256 -0.388 0.535 0.366 -0.500
H 2.363 -6.511 -0.601 -0.072 -0.008 -0.268
H 2.195 -4.096 1.223 -0.430 0.218 0.373
H 1.238 -4.330 -0.262 -0.136 0.370 -0.273
H -2.576 -4.307 0.447 0.781 -0.236 -0.073
H -0.839 -3.638 0.591 -0.626 0.201 -0.210
H -1.698 -4.219 1.985 -0.165 0.066 0.934
C -0.849 0.397 -7.031 -0.006 -0.380 -0.714
C 0.365 -0.468 -6.777 -0.367 1.560 1.754
O 1.142 0.455 -5.852 1.239 -2.490 -0.410
S 2.608 -0.139 -5.388 -0.617 -0.572 1.028
C 2.311 -1.217 -3.953 -1.483 -0.108 -1.540
O 3.150 -1.038 -6.383 -0.458 1.165 0.228
O 3.280 1.039 -4.931 0.414 0.155 -0.346
H -1.475 -0.121 -7.769 -0.114 0.317 0.144
H -0.547 1.373 -7.415 -0.040 -0.139 -0.156
H -1.403 0.568 -6.109 -0.027 -0.162 -0.017
H 0.061 -1.377 -6.258 0.266 0.008 0.272
H 0.969 -0.743 -7.616 0.341 0.193 -0.544
H 1.741 -0.737 -3.158 0.371 0.238 -0.006
H 3.234 -1.705 -3.652 0.112 0.240 -0.050
H 1.661 -1.975 -4.433 0.321 0.040 0.529
C 4.602 -2.140 1.116 0.195 0.600 -1.132
C 4.590 -2.120 -0.424 -1.154 0.078 0.011
O 5.943 -1.883 -0.873 -0.013 -0.206 -0.899
S 6.156 -2.098 -2.454 -0.301 1.266 -1.749
C 5.826 -0.430 -3.167 -0.010 -0.877 1.395
O 7.544 -2.423 -2.604 -0.698 0.049 0.182
O 5.117 -2.905 -3.075 0.858 0.091 1.275
H 5.099 -3.044 1.449 0.077 -0.052 0.144
H 3.580 -2.108 1.527 0.507 0.103 -0.184
H 5.218 -1.269 1.390 -0.436 -0.262 0.494
H 4.338 -3.091 -0.818 -0.434 -0.291 0.002
H 3.882 -1.384 -0.907 0.736 -0.452 0.814
H 5.758 -0.511 -4.234 0.245 -0.287 -0.521
H 6.625 0.211 -2.842 0.339 0.347 -0.013
H 4.866 -0.056 -2.807 0.033 -0.140 0.178
C 5.969 1.323 0.075 0.779 -0.438 -0.687
C 5.408 1.748 1.349 0.770 0.915 2.536
O 4.662 2.951 1.214 -1.704 0.791 -0.640
S 5.254 4.405 1.165 1.245 0.314 1.134
C 4.040 5.246 2.084 -0.412 0.423 1.075
O 6.475 4.445 1.928 -0.283 -0.349 -0.318
O 5.282 4.927 -0.157 -0.234 -0.223 -0.909
H 6.405 0.349 0.172 0.020 -0.751 -0.022
H 6.791 1.935 -0.221 0.558 0.810 -0.308
H 5.228 1.322 -0.709 -0.346 -0.168 -0.206
H 4.719 1.023 1.769 -0.222 0.041 -0.032
H 6.125 2.030 2.168 -0.052 -0.897 -0.906
H 4.379 5.187 3.134 -0.383 0.013 -0.460
H 3.051 4.839 1.960 -0.197 -0.539 -0.084
H 3.946 6.284 1.781 0.535 0.094 -0.164
C -2.380 -3.493 -6.106 -0.742 -0.668 -0.702
C -3.169 -2.317 -5.568 -0.197 -0.897 -0.254
O -3.099 -2.521 -4.145 -0.926 2.023 1.865
S -3.610 -1.228 -3.219 -0.982 -0.672 -0.810
C -5.418 -1.299 -3.428 0.619 0.570 -0.966
O -3.316 -1.547 -1.845 0.293 0.151 -1.119
O -3.170 -0.009 -3.862 0.153 -0.785 0.702
H -2.479 -3.642 -7.208 0.122 0.316 0.855
H -2.698 -4.424 -5.608 -0.151 0.384 -0.284
H -1.357 -3.379 -5.820 0.822 0.149 -0.087
H -2.763 -1.363 -5.823 0.559 0.588 -0.146
H -4.207 -2.299 -5.907 -0.088 -0.301 0.114
H -5.761 -2.276 -3.124 -0.107 -0.156 0.168
H -5.568 -1.143 -4.513 -0.051 -0.225 0.528
H -5.945 -0.469 -2.920 0.679 -0.495 0.055
C -3.946 -5.938 4.166 -1.313 -0.101 0.225
C -3.446 -5.031 5.275 1.025 -0.610 0.047
O -2.052 -4.810 4.844 0.736 0.825 1.343
S -1.080 -4.019 5.908 -2.463 -0.455 -0.129
C 0.286 -3.859 4.835 0.451 -0.941 0.050
O -1.757 -2.758 6.164 1.131 -0.720 0.128
O -0.766 -4.892 7.011 -0.018 0.531 -0.467
H -3.447 -6.897 4.016 0.367 0.259 0.449
H -3.932 -5.427 3.204 0.086 0.194 0.095
H -4.996 -6.172 4.381 0.049 0.016 -0.116
H -4.015 -4.094 5.356 0.423 -0.111 -0.367
H -3.421 -5.474 6.299 -0.060 -0.028 -0.840
H 1.174 -3.535 5.410 -0.615 0.017 -0.395
H -0.053 -3.195 4.059 0.313 0.431 -0.341
H 0.452 -4.877 4.415 -0.015 0.715 0.278
C -0.563 3.136 -4.142 2.304 0.386 -0.657
C 0.293 3.507 -2.906 -1.092 -0.632 -0.185
O 1.088 2.319 -2.617 0.934 0.531 0.520
S 2.318 2.424 -1.571 1.120 -0.219 -2.708
C 3.633 3.441 -2.420 -1.573 -0.889 1.972
O 1.880 3.135 -0.409 -0.136 -0.152 0.528
O 2.794 1.060 -1.550 -0.349 0.863 0.752
H -1.189 3.962 -4.466 -0.391 -0.106 0.296
H -1.047 2.201 -3.960 -0.926 -0.298 0.397
H 0.085 2.884 -5.008 -0.053 0.376 0.482
H 0.927 4.397 -2.972 -0.120 -0.215 -0.323
H -0.418 3.630 -2.086 0.301 0.185 0.257
H 3.248 4.452 -2.467 -0.006 0.111 -0.535
H 3.799 2.872 -3.306 0.274 0.070 -0.902
H 4.469 3.459 -1.716 -0.087 -0.181 -0.184
C -1.930 1.384 -0.187 -0.417 -0.351 0.331
C -0.946 0.292 -0.531 0.912 0.912 1.342
O -0.631 -0.286 0.789 1.290 -1.165 0.375
S 0.796 -1.048 1.026 0.752 1.727 -0.172
C 1.867 0.279 1.752 -2.037 0.087 -0.356
O 0.581 -2.029 2.037 -0.337 -0.187 0.160
O 1.363 -1.448 -0.239 -0.552 0.165 0.340
H -2.812 0.930 0.269 -0.182 -0.009 -0.428
H -2.220 1.960 -1.058 -0.026 0.104 -0.125
H -1.577 2.016 0.617 0.561 0.464 -0.143
H -1.391 -0.464 -1.143 0.083 -0.453 -0.443
H 0.016 0.671 -0.890 -0.415 -0.071 -0.549
H 2.841 -0.050 2.003 0.922 -0.909 -0.265
H 1.432 0.569 2.706 -0.403 -0.038 -0.068
H 1.907 1.122 1.066 -0.019 -0.116 -0.097
C -0.914 0.143 4.461 -0.775 0.184 -0.702
O 0.484 0.266 4.653 0.046 -0.660 0.871
H -1.152 0.395 3.428 0.137 -0.012 -0.105
H -1.322 -0.855 4.652 0.298 0.074 0.059
H -1.436 0.861 5.083 -0.250 0.158 0.271
H 0.594 -0.156 5.521 0.564 0.292 -0.377
C 0.538 3.775 2.759 -0.826 -0.456 0.105
O 0.032 3.963 1.422 0.050 -0.158 1.119
H -0.331 3.636 3.420 0.183 0.080 -0.179
H 1.162 2.868 2.928 -0.219 0.622 -0.512
H 1.053 4.667 3.105 0.272 0.073 -0.016
H 0.622 3.524 0.809 0.303 -0.038 -0.302
```
Positions in Å, forces in eV/Å.

Summary:
**LUMO**: -0.217 eV
**ΔE to the lowest compared entry with this formula, charge and spin**: 0.0 kcal/mol
**Energy**: -7661.404114 Eh
**Net charge**: 0

Atomic partial charges in e from the Löwdin method, atoms 1 to 2: number 1, C, carries -0.0543; number 2, C, carries -0.2235